{"formula": "C25H28FN3O6SSr", "method": "the ωB97M-V functional and the def2-TZVPD basis", "max_force_ev_per_a": 4.9, "e_homo_ev": [-13.25, -13.26], "charge": 2, "e_tot_ev": -57504.633, "elements": ["Sr", "F", "C", "C", "C", "C", "O", "C", "C", "N", "C", "C", "C", "C", "C", "C", "N", "C", "C", "N", "C", "C", "C", "O", "O", "H", "H", "H", "H", "H", "H", "H", "H", "H", "H", "H", "H", "H", "H", "H", "H", "H", "H", "C", "C", "C", "C", "C", "C", "C", "S", "C", "O", "H", "H", "H", "H", "H", "H", "H", "H", "H", "H", "O", "O"], "xyz": [[0.37357, -0.03779, 0.27771], [6.16837, 3.43065, -1.34335], [5.92116, 2.84050, -0.15819], [4.76466, 2.12297, -0.03718], [4.48356, 1.39920, 1.12927], [3.21321, 0.68565, 1.24484], [2.37887, 0.75401, 0.32130], [3.05748, -0.01857, 2.47968], [4.05524, -0.00547, 3.41389], [5.21877, 0.63975, 3.28120], [6.21793, 0.48873, 4.30756], [7.43583, -0.34482, 4.02308], [6.38586, -0.85075, 4.95881], [5.44607, 1.40208, 2.15833], [6.58345, 2.20740, 2.04021], [6.85363, 2.96009, 0.90055], [7.95873, 3.78274, 0.83261], [9.18410, 3.51419, 1.54343], [9.59811, 4.73685, 2.36436], [9.76699, 5.89436, 1.44811], [8.51060, 6.14694, 0.69209], [8.10944, 4.88896, -0.08457], [1.77390, -0.78661, 2.91799], [1.89654, -1.41225, 3.94799], [0.75968, -0.62260, 2.20837], [4.07085, 2.08223, -0.86367], [3.89021, -0.55362, 4.33164], [6.32844, 1.37376, 4.92480], [8.38807, -0.03114, 4.42116], [7.49693, -0.81379, 3.05364], [6.58788, -0.86812, 6.01769], [5.77194, -1.66925, 4.61836], [7.25871, 2.24994, 2.87776], [9.97954, 3.26752, 0.82712], [9.07357, 2.65907, 2.20494], [10.53130, 4.54928, 2.89648], [8.81950, 4.98570, 3.08779], [10.52620, 5.69154, 0.78247], [10.03778, 6.73237, 1.97583], [8.65799, 6.98212, 0.00540], [7.72692, 6.41113, 1.40589], [8.86593, 4.65988, -0.84690], [7.17907, 5.11036, -0.60128], [3.39285, 2.68222, 5.72870], [2.27352, 2.50245, 4.75495], [1.11078, 1.83918, 5.13866], [0.06405, 1.68105, 4.25032], [0.17097, 2.19314, 2.96610], [1.32096, 2.85619, 2.56405], [2.36452, 3.00652, 3.46076], [-1.20729, 1.97079, 1.82923], [-1.73556, 3.70923, 1.83835], [-0.56596, 1.82823, 0.48658], [3.45921, 1.83229, 6.40194], [3.20752, 3.56482, 6.34044], [4.34279, 2.82168, 5.21704], [1.03394, 1.44185, 6.13813], [-0.83398, 1.16548, 4.55412], [1.39059, 3.26111, 1.56262], [3.26077, 3.52938, 3.15560], [-0.87879, 4.32754, 1.59483], [-2.12694, 3.96257, 2.81653], [-2.50874, 3.81753, 1.08533], [0.56225, -1.44486, -1.34247], [1.58071, -1.59151, -0.62924]], "mulliken_charge": [2.57, -0.40, 0.00, -0.58, 0.90, 1.66, -1.59, 0.17, -1.29, 0.65, -0.47, -0.56, -0.94, -0.70, -0.18, 0.08, 0.17, -0.70, -0.70, -0.09, -0.81, -0.63, 0.08, -0.74, -0.99, 0.51, 0.79, 0.56, 0.31, 0.21, 0.27, 0.33, 0.54, 0.28, 0.39, 0.43, 0.38, 0.40, 0.35, 0.41, 0.35, 0.29, 0.46, -1.65, 0.76, -0.67, -0.79, 0.81, -0.41, -0.62, 0.54, -1.05, -0.96, 0.42, 0.46, 0.19, 0.44, 0.47, 0.39, 0.42, 0.32, 0.40, 0.44, -0.14, 0.07]}